Formula: C24H29Cl3CrN7O4S3Si
Source: OMol25
Level of theory: wB97M-V/def2-TZVPD

Output
LUMO level (spin up / spin down) (eV): -3.07 / -3.01
Net charge: +1
Orbital gap (spin up / spin down) (eV): 6.51 / 7.02
Multiplicity: 5

Structure (XYZ):
```
72
Properties=species:S:1:pos:R:3:forces:R:3:lowdin_charge:R:1
Cr -0.081 -1.392 0.319 0.03 0.17 1.35 0.569
N 0.051 0.329 1.895 -0.30 -0.02 0.03 0.000
N 1.281 0.279 2.566 -0.24 -0.03 0.28 0.057
C 2.287 -0.330 1.929 0.33 0.42 -0.07 -0.389
N 3.531 -0.147 2.332 -0.13 -0.10 0.11 0.256
N 1.880 -1.078 0.907 0.09 -0.82 -0.23 0.033
N 2.721 -1.384 -0.118 -0.25 0.09 -0.07 -0.394
O 3.925 -1.263 -0.028 0.41 -0.01 0.04 0.083
O 2.129 -1.744 -1.121 0.08 -0.02 -0.07 0.074
H -0.005 1.168 1.320 0.06 0.08 -0.02 0.050
H -0.719 0.275 2.553 -0.06 0.01 0.08 0.037
H 1.487 0.973 3.268 0.00 0.05 0.01 0.166
H 3.746 0.611 2.961 0.06 0.06 -0.01 0.115
H 4.269 -0.542 1.771 0.01 -0.05 -0.01 0.108
O 1.206 1.366 -0.260 0.24 0.21 -0.09 -0.552
S 2.119 2.446 -0.790 0.07 -0.10 -0.13 1.033
C 3.057 1.717 -2.155 -0.04 0.06 -0.05 -0.329
C 2.284 1.721 -3.475 0.13 0.00 0.09 -0.229
C 1.011 0.860 -3.502 0.16 0.05 -0.23 -0.275
C -0.220 1.668 -3.398 -0.20 0.07 0.08 0.015
S -1.948 0.942 -0.487 -0.03 -0.21 -0.13 0.915
O -1.207 -0.493 -0.781 -0.42 0.32 -0.56 -0.791
C -3.606 0.610 -0.991 -0.03 0.02 0.04 -0.523
C -3.874 -0.088 -2.166 0.11 -0.04 0.02 -0.114
C -5.183 -0.268 -2.571 -0.06 -0.01 -0.01 -0.076
C -6.228 0.276 -1.832 0.00 -0.02 -0.02 -0.077
C -5.958 0.985 -0.674 0.01 -0.02 0.02 -0.074
C -4.648 1.135 -0.238 -0.03 0.03 0.05 -0.117
C 3.422 2.591 0.447 0.03 0.03 -0.02 -0.367
C 4.697 2.047 0.351 -0.02 0.02 -0.11 -0.085
C 5.597 2.212 1.396 0.02 0.02 0.00 -0.071
C 5.222 2.901 2.540 0.02 0.00 0.02 -0.077
C 3.942 3.436 2.642 0.01 0.02 0.02 -0.077
C 3.048 3.290 1.591 -0.05 0.01 -0.01 -0.101
H 3.329 0.703 -1.849 -0.02 -0.03 0.00 0.085
H 3.969 2.309 -2.262 -0.07 0.06 0.05 0.100
H 2.036 2.750 -3.745 0.00 0.01 0.02 0.111
H 2.991 1.387 -4.236 -0.02 -0.08 0.03 0.117
H 1.054 0.110 -2.702 -0.01 -0.08 0.03 0.085
H 0.987 0.291 -4.438 0.00 -0.04 0.07 0.115
H -1.183 1.249 -3.649 -0.03 0.00 0.02 0.042
H -0.199 2.656 -2.959 -0.05 0.03 0.00 0.049
H -3.056 -0.502 -2.741 0.01 0.02 -0.01 0.102
H -5.393 -0.825 -3.476 0.00 0.00 0.00 0.108
H -7.251 0.141 -2.159 0.01 0.00 -0.01 0.106
H -6.768 1.402 -0.090 0.01 -0.01 0.00 0.108
H -4.440 1.648 0.692 0.03 0.01 0.00 0.098
H 5.001 1.496 -0.529 0.02 0.01 0.03 0.104
H 6.598 1.810 1.308 -0.01 -0.01 0.00 0.118
H 5.933 3.045 3.344 -0.01 -0.01 -0.01 0.114
H 3.658 4.004 3.518 0.00 -0.02 0.00 0.113
H 2.063 3.741 1.650 -0.01 0.00 -0.01 0.116
N 1.346 -3.789 2.372 0.02 -0.13 -0.09 0.100
C 0.951 -4.196 1.130 0.03 0.10 0.05 -0.702
N 0.331 -3.416 0.284 -0.20 -0.06 -0.27 -0.063
C 0.046 -4.080 -0.915 0.02 -0.19 0.00 -0.300
C -0.641 -3.537 -1.995 -0.02 -0.08 -0.13 -0.019
C -0.836 -4.336 -3.107 0.02 -0.01 0.05 -0.051
C -0.359 -5.646 -3.148 -0.01 -0.01 -0.06 -0.067
C 0.321 -6.192 -2.076 0.03 -0.04 0.03 -0.070
C 0.513 -5.394 -0.958 -0.04 0.07 -0.04 -0.441
S 1.290 -5.793 0.554 -0.05 0.08 -0.05 1.149
H 0.697 -3.149 2.809 -0.02 0.06 0.01 0.047
H 1.608 -4.531 3.005 0.04 -0.01 -0.03 0.104
H -1.032 -2.526 -1.973 0.03 -0.02 0.05 0.091
H -1.374 -3.938 -3.957 0.00 0.00 0.00 0.113
H -0.527 -6.249 -4.030 0.00 0.00 0.00 0.112
H 0.683 -7.211 -2.110 0.00 0.00 0.02 0.116
Cl -1.868 -3.697 2.888 -0.06 -0.08 0.12 0.275
Si -2.163 -2.140 1.541 0.31 0.19 -0.31 -0.573
Cl -3.577 -2.806 0.219 -0.03 -0.02 0.06 0.327
Cl -3.043 -0.659 2.720 0.03 -0.04 -0.06 0.268
```
Positions in Å, forces in eV/Å.